[1]
One molecule with the formula C4H4N2O2, computed with wB97M-V/def2-TZVPD.

## Properties
Net charge: 0
HOMO-LUMO gap: 9.996 eV
SMILES string: [H]/N=c1/ccoc(O)n1
LUMO energy: 0.66 eV
Energy above the lowest of the compared OMol25 structures with the same formula, charge and spin: 37.3 kcal/mol
HOMO: -9.335 eV

Each line ends with the Mulliken charge.
CARTESIAN COORDINATES (ANGSTROEM)
H: -0.6167 1.5194 -2.4870  0.29
N: 0.2322 1.6154 -1.9938  -0.74
C: 0.2809 0.9022 -0.9155  0.65
C: 1.3745 0.9288 0.0643  -0.45
C: 1.3402 0.1093 1.0855  -0.19
O: 0.2842 -0.8220 1.2043  -0.37
C: -0.7123 -0.7779 0.3442  0.67
O: -1.5871 -1.6941 0.7365  -0.44
N: -0.8689 0.0159 -0.6495  -0.56
H: 2.0538 1.8651 0.0499  0.26
H: 1.9715 0.0198 1.8912  0.51
H: -2.2291 -1.6691 0.0522  0.36

[2]
C18H40OP2SiZn as an isolated structure, computed with wB97M-V/def2-TZVPD.

## Properties
Net charge: 0
HOMO-LUMO gap (alpha / beta): 3.770 / 3.789 eV
LUMO energy (alpha / beta): 0.23 / 0.23 eV
Energy above the lowest of the compared OMol25 structures with the same formula, charge and spin: 205.0 kcal/mol
HOMO (alpha / beta): -3.545 / -3.563 eV

Each line ends with the Mulliken charge.
CARTESIAN COORDINATES (ANGSTROEM)
P: -1.1396 1.1326 -1.3704  1.73
P: 0.0457 -1.1217 2.1568  1.01
C: -0.0357 -0.5200 -0.6124  0.82
C: -0.3869 -1.6418 0.4291  -0.68
H: 0.9793 -0.1300 -0.3464  0.43
H: 0.1136 -0.8879 -1.6407  -0.95
H: -1.4274 -2.0384 0.2895  0.19
H: 0.2877 -2.5187 0.2734  0.18
C: 1.8256 -1.1477 2.5051  -1.45
H: 1.8719 -0.9440 3.6004  0.40
H: 2.4180 -0.3477 2.0004  0.25
H: 2.3198 -2.1432 2.3144  0.35
C: -0.6243 -2.2623 3.3537  -0.99
H: 0.1364 -3.0036 3.6470  0.43
H: -1.4692 -2.8039 2.9265  0.32
H: -0.9263 -1.6902 4.2356  0.02
C: -0.0835 2.3261 -2.2684  -1.34
H: -0.1806 3.3104 -1.8027  0.59
H: -0.4210 2.3228 -3.3158  0.52
H: 0.9877 2.0355 -2.1860  -0.09
C: -2.3485 0.0669 -2.1580  -1.22
H: -2.1049 -1.0155 -2.0200  0.31
H: -2.3759 0.3219 -3.2365  0.37
H: -3.3480 0.2697 -1.6871  0.44
Zn: 0.2547 1.4329 0.4292  -0.59
C: 1.5097 -2.4105 -2.1166  -0.30
C: 2.4868 -1.6723 -1.5596  -0.03
C: 3.5467 -0.8986 -2.2931  -0.73
C: 3.2304 -0.2684 -3.6697  -1.20
C: 1.9492 0.5305 -3.5818  -0.51
C: 0.7149 0.0487 -3.7996  -0.46
C: 0.2903 -1.3890 -4.0534  -0.64
C: 1.2511 -2.4999 -3.6011  -1.01
C: -1.9041 2.3646 -0.3208  -1.55
H: 0.8862 -3.1121 -1.5346  0.36
H: 2.7378 -1.8759 -0.4924  0.36
H: 4.4952 -1.4658 -2.3344  0.38
H: 3.7247 -0.0518 -1.6148  0.40
H: 4.0773 0.4248 -3.8873  0.43
H: 3.1985 -0.9870 -4.4986  0.32
H: 2.1957 1.5958 -3.4914  0.74
H: -0.0853 0.7553 -4.1265  0.86
H: 0.0617 -1.5315 -5.1326  0.45
H: -0.6763 -1.4914 -3.5402  -0.01
H: 0.8245 -3.4814 -3.8866  0.51
H: 2.2047 -2.4191 -4.1359  0.18
H: -2.7226 1.8999 0.1976  0.22
H: -2.2887 2.9768 -1.1532  0.56
H: -1.4863 3.1478 0.3588  0.39
C: -3.2594 1.1269 3.5438  -1.18
Si: -1.3646 1.4166 3.7032  0.54
C: -1.2832 3.2924 4.0108  -1.26
C: -0.9208 0.5555 5.3275  -1.47
O: -0.3881 0.8441 2.3587  -0.60
H: -3.8524 1.4403 4.4129  0.41
H: -3.5069 0.0606 3.3911  0.33
H: -3.6561 1.6861 2.6848  0.26
H: -1.8396 3.6556 4.8912  0.34
H: -0.2592 3.6410 4.1553  0.32
H: -1.6952 3.8357 3.1644  0.28
H: -1.1551 -0.4987 5.4014  0.51
H: 0.1184 0.6913 5.6257  0.35
H: -1.5287 1.0611 6.0801  0.37

[3]
C31H57F12HgN5O11S4 as an isolated structure, computed with wB97M-V/def2-TZVPD.

## Properties
Net charge: 0
HOMO-LUMO gap: 5.520 eV
LUMO energy: -2.21 eV
Energy above the lowest of the compared OMol25 structures with the same formula, charge and spin: 65.3 kcal/mol
HOMO: -7.734 eV

Each line ends with the Mulliken charge.
CARTESIAN COORDINATES (ANGSTROEM)
Hg: -0.0002 -2.3591 -0.0900  3.10
C: 3.3829 -3.7425 -2.1677  0.75
F: 4.1975 -3.4088 -1.1133  -0.17
F: 3.9445 -3.7517 -3.4188  -0.18
F: 2.7191 -4.8648 -1.9487  -0.13
S: 2.0812 -2.2830 -2.3264  -0.01
O: 2.4752 -1.4945 -3.4242  -0.01
O: 0.6993 -2.7977 -2.4345  -0.86
N: 1.9447 -1.5469 -0.7966  -0.34
S: 3.1123 -0.4687 -0.9833  0.74
O: 4.4111 -0.9033 -1.4855  -0.49
O: 2.4954 0.8543 -1.3973  -0.57
C: 3.2989 -0.1212 1.0432  0.45
F: 3.4493 -1.2465 1.7717  -0.19
F: 4.2268 0.7875 1.1997  -0.20
F: 2.1754 0.4311 1.5296  -0.16
C: -2.5174 -5.5285 0.9188  0.73
F: -2.5954 -5.5505 2.2549  -0.23
F: -3.1510 -6.5216 0.3750  -0.21
F: -2.9624 -4.5390 0.3283  -0.24
S: -0.6604 -5.4554 0.4443  0.58
O: -0.0940 -6.7947 0.4489  -0.53
O: -0.6891 -4.7798 -0.8413  -0.57
N: 0.0167 -4.1192 1.3572  -0.43
S: 0.7855 -4.7540 2.4311  0.71
O: 0.3848 -5.9857 3.0698  -0.59
O: 2.1744 -4.6351 1.9402  -0.67
C: 0.6686 -3.3754 3.8403  0.60
F: -0.1493 -3.8672 4.8970  -0.27
F: 1.9484 -3.1095 4.2686  -0.22
F: 0.1164 -2.3367 3.2545  -0.18
C: -0.1738 2.0450 -4.2412  -1.96
C: 0.5700 1.9582 -5.6108  2.30
C: 1.3831 3.3046 -5.9446  -1.47
C: 2.5013 3.2992 -6.9728  -0.67
C: 3.3413 2.1057 -6.5618  -1.31
C: 2.6535 0.7218 -6.5724  1.42
N: 1.4227 0.7442 -5.6475  0.90
O: 0.7649 -0.4378 -5.4872  -0.49
C: 2.3665 0.4984 -8.1570  -1.75
C: 3.5462 -0.3350 -5.9227  -2.09
C: -0.4768 1.8701 -6.6911  -2.18
H: -0.0143 1.1878 -3.5871  0.05
H: -1.2628 2.0845 -4.2660  0.23
H: 0.0693 2.8985 -3.6083  0.42
H: 0.6482 3.9725 -6.3941  0.38
H: 1.6355 3.9411 -5.0965  0.56
H: 2.9924 4.2699 -6.9046  0.41
H: 2.1674 3.0994 -7.9910  0.31
H: 3.6435 2.2893 -5.5308  0.45
H: 4.2662 2.1155 -7.1385  0.41
H: 3.1896 -0.1260 -8.5045  0.44
H: 1.4989 -0.1599 -8.2005  0.41
H: 2.1657 1.2931 -8.8755  0.32
H: 3.0250 -1.2905 -5.8644  0.47
H: 4.4559 -0.3750 -6.5218  0.57
H: 3.8928 -0.1267 -4.9105  0.18
H: -1.0334 0.9435 -6.5509  0.36
H: -0.0542 1.8167 -7.6944  0.47
H: -1.1106 2.7560 -6.7332  0.50
H: 1.1801 -0.6529 -4.6488  0.31
C: 0.4927 -0.1924 5.8837  -1.59
C: 0.4694 1.3213 5.5133  1.77
C: -0.9515 1.6687 4.8235  -0.74
C: -2.0575 1.9393 5.8346  -1.10
C: -1.5013 3.0281 6.8488  -1.25
C: -0.2579 2.5661 7.7597  1.43
N: 0.7325 2.1177 6.7665  0.25
O: 2.0590 1.9137 7.2231  -0.41
C: 0.2529 3.7926 8.4411  -1.77
C: -0.6495 1.4411 8.8242  -1.65
C: 1.4848 1.4745 4.3977  -1.94
H: -0.5184 -0.5575 6.0637  0.38
H: 0.9555 -0.3683 6.8547  0.29
H: 0.8989 -0.8796 5.1415  0.23
H: -0.7517 2.4082 4.0480  0.50
H: -1.3913 0.8693 4.2272  0.00
H: -2.3278 0.9903 6.2975  0.33
H: -3.0002 2.2213 5.3656  0.44
H: -2.3748 3.1800 7.4829  0.52
H: -1.3139 3.9258 6.2597  0.40
H: 0.1237 4.6420 7.7703  0.37
H: -0.3236 3.9552 9.3518  0.41
H: 1.2578 3.7497 8.8611  0.37
H: -1.0671 0.6163 8.2468  0.32
H: 0.2275 1.1761 9.4148  0.41
H: -1.1963 1.8518 9.6730  0.44
H: 1.1843 0.8277 3.5734  0.28
H: 2.5422 1.3922 4.6494  0.29
H: 1.4098 2.4958 4.0244  0.53
H: 1.9648 1.0261 7.5765  0.40
C: -0.7732 0.6157 0.6941  -1.76
C: -2.1337 0.5473 0.0871  1.94
C: -2.1320 1.7458 -0.9113  -1.13
C: -3.2178 1.5361 -2.0171  -0.79
C: -3.2870 0.1359 -2.6193  -1.50
C: -3.2131 -1.0236 -1.5630  1.23
N: -2.2019 -0.7806 -0.4996  1.08
O: -2.2636 -1.8548 0.4598  -0.31
C: -4.6072 -1.1722 -0.9454  -1.65
C: -2.6518 -2.2941 -2.4186  -1.68
C: -3.1010 0.8276 1.2228  -2.08
H: -0.6631 1.5622 1.2234  0.80
H: 0.0600 0.5579 -0.0063  0.20
H: -0.6217 -0.3269 1.2202  -0.73
H: -2.3008 2.6686 -0.3564  0.47
H: -1.1352 1.8930 -1.3271  0.36
H: -2.9647 2.2526 -2.7985  0.55
H: -4.2377 1.6961 -1.6671  0.39
H: -2.5110 -0.1441 -3.3316  0.41
H: -4.2725 0.0044 -3.0660  0.53
H: -5.3669 -0.6906 -1.5610  0.39
H: -4.8111 -2.2424 -0.9797  0.40
H: -4.6347 -0.7405 0.0550  0.38
H: -3.1839 -2.5471 -3.3356  0.46
H: -1.6309 -1.9936 -2.6545  0.28
H: -2.5105 -3.1619 -1.7744  0.14
H: -3.3169 -0.0735 1.7968  0.31
H: -4.0053 1.3245 0.8715  0.35
H: -2.6929 1.4381 2.0283  0.61
H: -3.1341 -1.7960 0.8603  0.29